No. 1
Entry from the Open Molecules 2025 dataset: a 2-piece molecular cluster, C5H9N overall at a distorted geometry (ωB97M-V/def2-TZVPD).

Computed properties:
Kohn-Sham gap ... 10.48 eV
Energy above the lowest of the compared OMol25 structures with the same formula, charge and spin ... 314.04 kJ/mol
SMILES ... C1=NC1.C=CC

Geometry as ORCA input:
```
! wB97M-V def2-TZVPD RIJCOSX def2/J DEFGRID3
* xyz 0 1
C -0.58 0.67 1.55
C 0.98 -1.27 1.77
C 0.74 -0.02 1.38
N 0.52 0.17 -1.59
C -0.30 0.59 -2.78
C -0.62 -0.35 -1.74
H -1.36 0.02 1.95
H -0.55 1.58 2.18
H 1.95 -1.72 1.60
H 0.24 -1.91 2.25
H 1.54 0.58 0.95
H -0.79 1.54 -2.68
H 0.09 0.41 -3.79
H -1.17 -1.21 -1.38
H -0.90 0.97 0.53
*
```

No. 2
Entry from the Open Molecules 2025 dataset: C38H64N8OPSbSi3Ti as an isolated structure at a distorted geometry (ωB97M-V/def2-TZVPD).

Computed properties:
Kohn-Sham gap (spin up / spin down) ... 7.04 / 7.06 eV
Energy above the lowest of the compared OMol25 structures with the same formula, charge and spin ... 472.00 kJ/mol

Geometry as ORCA input:
```
! wB97M-V def2-TZVPD RIJCOSX def2/J DEFGRID3
* xyz 3 2
Ti -0.26 0.42 -0.13
C -2.99 3.42 -1.89
C -1.51 3.24 -1.62
O -1.34 2.07 -0.77
N 0.70 2.67 -2.70
C 1.04 1.30 -2.40
C 0.09 0.27 -2.99
C 0.05 0.00 -4.35
C -0.89 -0.89 -4.82
C -1.73 -1.53 -3.92
C -1.62 -1.21 -2.58
N -0.74 -0.31 -2.12
H -3.54 3.41 -0.95
H -3.36 2.61 -2.53
H -3.17 4.36 -2.39
H 1.31 3.08 -3.38
H 1.05 1.17 -1.29
H 2.06 1.11 -2.73
H 0.73 0.52 -5.01
H -0.98 -1.09 -5.88
H -2.47 -2.25 -4.24
H -2.26 -1.69 -1.84
C -2.82 0.00 0.30
Sb -2.51 1.53 1.85
C -0.83 2.23 0.58
C -0.81 4.39 -1.01
C -0.70 3.04 -2.94
C -0.67 4.20 -3.93
C -0.78 5.52 -3.79
C -1.12 6.20 -2.55
N -1.07 5.53 -1.46
Si 0.20 3.86 0.97
C 1.85 4.05 0.06
C -0.90 5.23 1.69
C 0.96 3.29 2.65
C -1.49 0.12 3.24
C -0.01 0.02 2.98
C 0.85 -0.44 4.00
C 2.22 -0.38 3.85
C 2.75 0.14 2.67
C 1.87 0.49 1.69
N 0.52 0.37 1.80
Si -1.93 0.95 4.98
C -3.77 0.80 5.20
C -1.06 0.28 6.49
C -1.52 2.78 4.96
Si -2.34 -1.60 3.23
C -1.56 -2.75 1.95
C -4.19 -1.51 2.88
C -2.09 -2.54 4.82
H -3.17 0.45 -0.62
H -3.52 -0.77 0.62
H -1.87 -0.51 0.16
H -1.24 2.24 -3.46
H -0.50 3.84 -4.95
H -0.74 6.13 -4.68
H -1.42 7.24 -2.52
H 1.81 4.72 -0.80
H 2.22 3.08 -0.29
H 2.61 4.44 0.76
H -1.20 6.02 1.01
H -0.38 5.69 2.53
H -1.81 4.76 2.09
H 1.93 2.81 2.53
H 0.32 2.61 3.22
H 1.13 4.17 3.28
H 0.42 -0.81 4.91
H 2.87 -0.73 4.64
H 3.81 0.27 2.53
H 2.23 0.91 0.75
H -4.12 -0.22 5.35
H -4.33 1.23 4.36
H -4.04 1.37 6.09
H -1.02 -0.80 6.58
H -1.63 0.65 7.35
H -0.05 0.68 6.59
H -1.77 3.30 4.03
H -0.47 2.97 5.19
H -2.12 3.24 5.76
H -1.22 -2.28 1.03
H -2.31 -3.51 1.68
H -0.72 -3.29 2.40
H -4.57 -0.51 2.71
H -4.73 -1.93 3.73
H -4.45 -2.13 2.01
H -1.04 -2.68 5.07
H -2.52 -3.54 4.67
H -2.60 -2.09 5.67
C 2.02 -3.30 1.34
C 1.38 -2.28 0.51
N 0.85 -1.48 -0.09
H 3.09 -3.36 1.14
H 1.56 -4.27 1.16
H 1.88 -3.04 2.39
C 4.00 -3.76 -4.98
N 4.30 -3.53 -3.48
C 4.20 -4.90 -2.77
N 2.94 -5.50 -3.02
C 2.73 -5.69 -4.45
N 2.75 -4.40 -5.14
C 1.61 -3.55 -4.81
P 1.53 -3.07 -3.00
C 3.33 -2.55 -2.89
C 1.82 -4.82 -2.37
H 4.82 -4.36 -5.37
H 4.01 -2.78 -5.46
H 5.25 -3.18 -3.38
H 4.36 -4.73 -1.71
H 5.00 -5.51 -3.18
H 1.77 -6.17 -4.62
H 3.51 -6.33 -4.85
H 0.69 -4.08 -5.06
H 1.64 -2.64 -5.42
H 3.59 -2.40 -1.84
H 3.45 -1.60 -3.40
H 0.91 -5.39 -2.55
H 1.99 -4.80 -1.29
*
```

No. 3
Entry from the Open Molecules 2025 dataset: C19H20CoN9S3 as an isolated structure (ωB97M-V/def2-TZVPD).

Computed properties:
Kohn-Sham gap (spin up / spin down) ... 7.14 / 4.66 eV

Geometry as ORCA input:
```
! wB97M-V def2-TZVPD RIJCOSX def2/J DEFGRID3
* xyz 2 5
Co 0.29 -0.78 0.33
N -0.02 -3.53 3.94
C 0.36 -2.59 3.07
S 1.31 -3.03 1.69
N -0.02 -1.34 3.28
N 0.37 -0.43 2.37
C 0.71 0.74 2.75
C 1.19 1.67 1.73
C 1.65 2.93 2.06
C 2.18 3.73 1.05
C 2.21 3.24 -0.24
C 1.69 1.98 -0.49
N 1.21 1.20 0.47
H 0.37 -4.45 3.89
H -0.46 -3.25 4.80
H 0.72 1.01 3.80
H 1.60 3.28 3.08
H 2.56 4.72 1.29
H 2.61 3.83 -1.05
H 1.66 1.59 -1.50
N -2.76 -2.38 1.72
C -2.21 -2.86 0.58
N -1.14 -2.38 0.01
C -0.82 -3.07 -1.16
C -1.70 -4.05 -1.49
S -2.95 -4.17 -0.31
C 0.41 -2.70 -1.85
C 0.93 -3.28 -2.95
S 2.49 -2.64 -3.30
C 2.36 -1.60 -1.91
N 1.22 -1.72 -1.27
N 3.35 -0.75 -1.58
H -2.19 -1.81 2.33
H -3.54 -2.85 2.13
H -1.68 -4.71 -2.34
H 0.50 -4.04 -3.58
H 4.23 -0.81 -2.06
H 3.34 -0.31 -0.67
N -1.52 0.43 -0.30
C -1.48 1.73 -0.93
C -1.59 2.88 -0.15
C -1.62 4.12 -0.76
C -1.54 4.22 -2.14
C -1.38 3.08 -2.91
C -1.35 1.83 -2.31
H -1.98 -0.23 -0.91
H -2.05 0.49 0.56
H -1.66 2.79 0.93
H -1.75 5.01 -0.15
H -1.60 5.19 -2.62
H -1.31 3.15 -3.99
H -1.24 0.93 -2.90
*
```

No. 4
Entry from the Open Molecules 2025 dataset: a 2-piece molecular cluster, C4H6N3O2S overall at a distorted geometry (ωB97M-V/def2-TZVPD).

Computed properties:
Kohn-Sham gap (spin up / spin down) ... 6.67 / 6.67 eV
Energy above the lowest of the compared OMol25 structures with the same formula, charge and spin ... 299.59 kJ/mol

Geometry as ORCA input:
```
! wB97M-V def2-TZVPD RIJCOSX def2/J DEFGRID3
* xyz 1 1
C -0.18 -1.70 1.00
C 0.58 -1.12 1.95
C 0.57 0.08 -0.23
C -0.93 -1.49 -1.35
N -0.20 -1.03 -0.20
N 0.24 2.95 0.51
N 0.45 2.97 -0.62
O 0.63 0.94 -1.10
O 0.59 3.32 -1.69
S 1.36 0.29 1.35
H -0.76 -2.60 1.11
H 0.73 -1.44 2.96
H -1.94 -1.77 -1.06
H -0.97 -0.69 -2.09
H -0.44 -2.35 -1.80
H 0.27 3.63 1.26
*
```